1) # C5H12O2

3 unconnected molecules or ions with the total composition C5H12O2 (the ωB97M-V functional and the def2-TZVPD basis, OMol25).

Geometry as ORCA input:
```
! wB97M-V def2-TZVPD RIJCOSX def2/J DEFGRID3
* xyz 0 1
C -0.1402 1.7389 -3.9379
C 0.0938 1.0874 -2.6254
C -0.7322 0.3968 -1.8487
C -0.1957 0.0159 -0.5217
C 1.0464 0.2050 -0.0516
H 0.2592 1.0430 -4.7606
H 0.3585 2.8018 -4.0588
H -1.2161 1.8463 -4.1018
H 1.0994 1.2975 -2.1596
H -1.7300 0.1064 -2.2041
H -0.9710 -0.4459 0.0852
H 1.3406 -0.0495 0.9712
H 1.7568 0.7716 -0.5311
H 1.6033 -2.8710 2.5663
H 2.7237 -2.3902 1.7389
O 1.8837 -2.7903 1.6631
H -2.9229 -0.4472 6.8862
H -1.6820 -1.0840 6.3643
O -2.5754 -1.2325 6.5260
*
```

**HOMO energy**: -8.3676 eV
**SMILES string**: C=C/C=C/C.O.O

What are the natural (NBO) partial charges on each atom? They are as follows, in elementary charge units:
1 C -0.653
2 C -0.126
3 C -0.263
4 C -0.192
5 C -0.392
6 H 0.224
7 H 0.222
8 H 0.215
9 H 0.180
10 H 0.209
11 H 0.200
12 H 0.201
13 H 0.174
14 H 0.463
15 H 0.462
16 O -0.924
17 H 0.466
18 H 0.463
19 O -0.929


2) # C5H12O2

2 unconnected molecules or ions with the total composition C5H12O2 (the ωB97M-V functional and the def2-TZVPD basis, OMol25).

Geometry as ORCA input:
```
! wB97M-V def2-TZVPD RIJCOSX def2/J DEFGRID3
* xyz 0 1
C 2.4466 -1.0383 0.2616
C 1.6582 0.1444 0.7451
C 0.3557 0.3741 0.5533
O -0.1990 1.5028 1.0821
C -0.5532 -0.5303 -0.2603
C -2.0398 -0.4708 0.0621
O -2.5144 0.8683 -0.1072
H 3.2026 -0.7409 -0.4769
H 2.9833 -1.5212 1.0875
H 1.8213 -1.8013 -0.2128
H 0.6522 1.7405 -2.1062
H 2.2018 0.9087 1.2978
H -0.2403 -1.5677 -0.1110
H -1.0981 1.6022 0.7238
H -0.4235 -0.3167 -1.3279
H -0.0720 1.8576 -1.9873
H -2.2248 -0.8171 1.0872
H -2.5781 -1.1347 -0.6275
H -3.3784 0.9403 0.3167
*
```

**HOMO energy**: -8.0294 eV
**SMILES string**: C/C=C(/O)CCO.[H][H]

What are the natural (NBO) partial charges on each atom? They are as follows, in elementary charge units:
1 C -0.630
2 C -0.296
3 C 0.317
4 O -0.701
5 C -0.497
6 C -0.065
7 O -0.742
8 H 0.211
9 H 0.211
10 H 0.200
11 H 0.005
12 H 0.208
13 H 0.231
14 H 0.498
15 H 0.228
16 H -0.007
17 H 0.171
18 H 0.174
19 H 0.483


3) # C5H12O2

2 unconnected molecules or ions with the total composition C5H12O2 (the ωB97M-V functional and the def2-TZVPD basis, OMol25).

Geometry as ORCA input:
```
! wB97M-V def2-TZVPD RIJCOSX def2/J DEFGRID3
* xyz 0 1
O -1.7314 -0.0710 1.4044
C -0.7613 -0.0148 0.6606
C -0.5493 -2.5793 0.8982
C -0.2967 2.3991 1.2045
C -0.1278 -1.2822 0.1169
C -0.3056 1.3385 0.1066
H -0.0761 -3.4915 0.4976
H -1.6410 -2.6612 0.7638
H -0.3316 -2.5150 1.9776
H 0.1013 3.3917 0.9346
H 0.2930 2.0009 2.0474
H -1.3433 2.5169 1.5321
H 0.9612 -1.0991 0.1941
H -0.3797 -1.3657 -0.9579
H 0.6268 1.1969 -0.4730
H -1.0659 1.7626 -0.5773
O 2.3318 -0.1208 -3.1820
H 1.5477 -0.1565 -3.7754
H 2.7478 0.7503 -3.3728
*
```

**HOMO energy**: -9.4686 eV
**SMILES string**: CCC(=O)CC.O

What are the natural (NBO) partial charges on each atom? They are as follows, in elementary charge units:
1 O -0.556
2 C 0.598
3 C -0.608
4 C -0.600
5 C -0.505
6 C -0.514
7 H 0.211
8 H 0.219
9 H 0.217
10 H 0.213
11 H 0.203
12 H 0.225
13 H 0.220
14 H 0.232
15 H 0.214
16 H 0.232
17 O -0.942
18 H 0.471
19 H 0.472


Tell me which of them is the most stable. Sure, it is 3).


1) # C5H12O2

A single C5H12O2 molecule (the ωB97M-V functional and the def2-TZVPD basis, OMol25).

Geometry as ORCA input:
```
! wB97M-V def2-TZVPD RIJCOSX def2/J DEFGRID3
* xyz 0 1
C 2.5215 -0.5414 0.6342
C 1.5504 0.0884 -0.3627
C 0.1056 -0.2526 -0.0055
O -0.1659 0.1738 1.3413
C -0.9528 0.2809 -0.9727
C -2.3702 0.0225 -0.4507
O -2.7042 0.8263 0.6589
H 3.5609 -0.2771 0.4199
H 2.2812 -0.2195 1.6514
H 2.4369 -1.6344 0.6104
H 1.7717 -0.2477 -1.3837
H 1.6636 1.1837 -0.3695
H 0.0056 -1.3454 0.0390
H -0.0154 1.1306 1.3695
H -0.8306 -0.2119 -1.9473
H -0.8186 1.3593 -1.1396
H -2.4631 -1.0489 -0.2013
H -3.1095 0.2398 -1.2276
H -2.0712 0.5649 1.3457
*
```

**HOMO energy**: -9.9413 eV
**SMILES string**: CC[C@@H](O)CCO

What are the natural (NBO) partial charges on each atom? They are as follows, in elementary charge units:
1 C -0.608
2 C -0.419
3 C 0.099
4 O -0.737
5 C -0.453
6 C -0.059
7 O -0.731
8 H 0.210
9 H 0.218
10 H 0.203
11 H 0.210
12 H 0.192
13 H 0.174
14 H 0.466
15 H 0.215
16 H 0.203
17 H 0.153
18 H 0.181
19 H 0.483


2) # C5H12O2

2 unconnected molecules or ions with the total composition C5H12O2 (the ωB97M-V functional and the def2-TZVPD basis, OMol25).

Geometry as ORCA input:
```
! wB97M-V def2-TZVPD RIJCOSX def2/J DEFGRID3
* xyz 0 1
C 2.3341 0.3562 -1.5742
O 1.2905 0.7198 -0.6996
C 0.3395 -0.8321 1.0445
C -0.8590 -0.4018 0.6425
C -1.8333 -1.2899 -0.0879
C -1.3197 0.9956 1.0395
O -0.2724 1.8831 1.3467
H 2.2566 -0.6658 -1.9757
H 2.3685 1.0640 -2.4076
H 3.2804 0.4241 -1.0229
H 0.7587 -1.7840 0.7234
H 0.9879 -0.1869 1.6306
H 0.4905 0.1646 -0.7372
H -2.4216 -0.7689 -0.8548
H -2.5391 -1.6883 0.6492
H -1.3278 -2.1412 -0.5595
H -1.9927 1.4127 0.2672
H -1.9176 0.8962 1.9535
H 0.3766 1.8426 0.6221
*
```

**HOMO energy**: -9.1929 eV
**SMILES string**: C=C(C)CO.CO

What are the natural (NBO) partial charges on each atom? They are as follows, in elementary charge units:
1 C -0.245
2 O -0.775
3 C -0.377
4 C -0.077
5 C -0.647
6 C -0.095
7 O -0.725
8 H 0.169
9 H 0.170
10 H 0.179
11 H 0.196
12 H 0.224
13 H 0.502
14 H 0.214
15 H 0.224
16 H 0.218
17 H 0.161
18 H 0.191
19 H 0.493


3) # C5H12O2

A single C5H12O2 molecule (the ωB97M-V functional and the def2-TZVPD basis, OMol25).

Geometry as ORCA input:
```
! wB97M-V def2-TZVPD RIJCOSX def2/J DEFGRID3
* xyz 0 1
C 2.2865 0.0883 0.8019
C 0.8843 0.6745 0.5992
C -0.1030 -0.4538 0.2932
O -0.4911 -1.1717 1.4649
C -1.4107 -0.1671 -0.4552
C -1.3227 0.9066 -1.5245
O -1.7769 -1.3750 -1.1191
H 2.2951 -0.6826 1.5827
H 2.6245 -0.3929 -0.1235
H 3.0246 0.8479 1.0753
H 0.5653 1.2439 1.4832
H 0.9142 1.3830 -0.2362
H 0.4105 -1.1473 -0.3928
H 0.1299 -0.9911 2.1779
H -2.1838 0.0951 0.2817
H -0.3891 0.8346 -2.0933
H -2.1541 0.7698 -2.2211
H -1.3937 1.9099 -1.0908
H -1.7468 -2.0820 -0.4596
*
```

**HOMO energy**: -10.0722 eV
**SMILES string**: CC[C@@H](O)[C@@H](C)O

What are the natural (NBO) partial charges on each atom? They are as follows, in elementary charge units:
1 C -0.604
2 C -0.434
3 C 0.078
4 O -0.736
5 C 0.083
6 C -0.630
7 O -0.724
8 H 0.195
9 H 0.209
10 H 0.214
11 H 0.203
12 H 0.218
13 H 0.164
14 H 0.473
15 H 0.169
16 H 0.205
17 H 0.231
18 H 0.211
19 H 0.475


4) # C5H12O2

2 unconnected molecules or ions with the total composition C5H12O2 (the ωB97M-V functional and the def2-TZVPD basis, OMol25).

Geometry as ORCA input:
```
! wB97M-V def2-TZVPD RIJCOSX def2/J DEFGRID3
* xyz 0 1
C 2.6558 -0.9631 0.4207
C 1.6501 0.0715 0.0414
C 0.2226 -0.0656 0.3549
O -0.0681 0.7775 1.4497
C -0.8247 -0.1007 -0.6976
C -2.2607 -0.1394 -0.3009
O -2.5597 1.0520 0.4528
H 3.6499 -0.7332 0.0244
H 2.7622 -0.9719 1.5197
H 2.3682 -1.9803 0.1268
H 0.6556 1.5000 -2.2458
H 2.0005 1.1017 0.1232
H 0.1692 -1.1199 0.7349
H -0.9122 1.2257 1.2535
H -0.5595 -0.5635 -1.6427
H -0.0016 1.3439 -1.8849
H -2.5406 -1.0228 0.3013
H -2.8722 -0.1517 -1.2132
H -3.3461 0.8878 0.9880
*
```

**HOMO energy (alpha / beta)**: -7.7578 / -8.0205 eV

What are the natural (NBO) partial charges on each atom? They are as follows, in elementary charge units:
1 C -0.680
2 C -0.066
3 C -0.061
4 O -0.733
5 C -0.122
6 C -0.145
7 O -0.741
8 H 0.222
9 H 0.222
10 H 0.209
11 H -0.001
12 H 0.177
13 H 0.180
14 H 0.497
15 H 0.205
16 H -0.004
17 H 0.177
18 H 0.182
19 H 0.479


Tell me which of them is the most stable. Sure, it is 1).